No. 1
C20H26N2O2 | ωB97M-V/def2-TZVPD

XYZ file:
```
50
C20H26N2O2, DFT ωB97M-V/def2-TZVPD
C -1.275 0.622 1.480
H 3.546 -0.753 0.705
H -1.041 -5.350 -2.168
C 0.129 1.107 0.985
O -1.234 -0.509 2.315
C 2.768 1.735 0.310
C -2.367 -0.795 -0.401
H -1.684 1.457 2.075
H 2.355 -0.685 2.721
H 2.526 0.362 -1.354
C 2.128 0.498 -0.344
H 1.475 3.337 -0.369
O -1.190 -4.233 -0.422
C -3.252 -0.788 -1.521
H -0.684 -0.277 3.073
C -2.915 1.521 -0.134
C -2.206 0.429 0.306
H -4.317 2.270 -1.599
C -2.775 -3.125 -1.926
H 1.874 2.788 2.013
N -3.926 0.308 -1.922
C 3.431 4.157 -0.028
H 3.043 1.550 2.477
H 4.474 3.886 -0.181
H 3.853 1.574 0.322
H 0.189 -0.383 -0.614
H 3.225 5.060 -0.598
C -3.759 1.410 -1.250
N 1.166 0.839 1.984
H -1.060 -2.042 0.775
C 0.598 0.603 -0.391
C 1.703 -0.516 1.860
H -2.384 -5.801 -1.077
C -1.351 -5.442 -1.121
H -4.112 -1.943 -3.095
H 0.269 1.285 -1.176
H -2.935 -4.017 -2.512
C -1.710 -1.993 -0.081
C 2.248 1.790 1.768
C 2.515 3.024 -0.477
H 2.690 2.826 -1.538
H 0.879 -1.224 1.917
H -0.702 -6.159 -0.619
H 0.035 2.197 0.929
H 3.289 4.378 1.027
C -3.434 -1.975 -2.257
C 2.469 -0.706 0.536
H -2.830 2.471 0.373
H 2.164 -1.632 0.047
C -1.898 -3.139 -0.824
```

* calculated total energy: -1037.6886 Ha
* E_LUMO: 0.39 eV
* relative energy (zero: lowest compared OMol25 entry of this formula, charge and spin): 43.27 kcal/mol
* structure (SMILES): CC[C@H]1CN2CC[C@H]1C[C@H]2[C@H](O)c1ccnc2ccc(OC)cc12
* molecular weight: 326.4 g/mol
* HOMO level: -8.030 eV

---

No. 2
C20H26N2O2S | ωB97M-V/def2-TZVPD

XYZ file:
```
51
C20H26N2O2S, DFT ωB97M-V/def2-TZVPD
H -0.504 2.159 1.272
C 2.582 -0.776 0.505
C -0.293 -2.044 -1.029
C -1.861 0.082 -2.383
O 0.148 -0.983 2.147
C 0.049 -3.333 -0.667
C -1.678 0.048 -0.852
C -1.723 -3.342 0.927
H -5.187 3.145 -2.326
H 0.293 -1.553 -1.795
H 0.448 0.466 -0.735
H -2.851 0.672 0.849
H 5.862 -0.309 -1.779
H -2.879 -1.574 1.075
C -3.432 1.893 -0.817
C 4.551 0.401 -0.241
C -2.982 0.560 -0.228
C -0.489 0.949 -0.434
H -0.919 -0.127 -2.889
C 5.862 0.411 -0.964
C -0.668 -3.992 0.316
H 2.534 2.409 1.617
H 6.080 1.399 -1.362
H -4.384 2.179 -0.361
C 3.782 -0.758 -0.183
H 0.881 -3.823 -1.153
H -0.549 1.906 -0.956
H -3.596 3.843 -2.710
H -2.572 -0.702 -2.648
C 2.148 0.374 1.134
C 2.895 1.535 1.096
C -2.062 -2.051 0.561
O 0.672 1.199 3.166
H -1.642 2.210 -2.783
H 4.690 2.447 0.378
H 4.130 -1.652 -0.681
H -2.699 2.688 -0.585
H -2.284 -3.838 1.705
H -0.399 -4.996 0.607
S 0.581 0.370 1.997
N -0.458 1.195 0.990
H 6.663 0.141 -0.276
C -4.235 2.950 -2.817
C -1.355 -1.377 -0.425
H -4.419 2.783 -3.878
H 1.970 -1.662 0.571
N -3.642 1.763 -2.246
C -2.402 1.412 -2.904
H -3.771 -0.167 -0.425
C 4.096 1.545 0.410
H -2.601 1.313 -3.975
```

* calculated total energy: -1435.8836 Ha
* E_LUMO: 0.56 eV
* relative energy (zero: lowest compared OMol25 entry of this formula, charge and spin): 36.48 kcal/mol
* structure (SMILES): Cc1ccc(S(=O)(=O)NCC2(c3ccccc3)CCN(C)CC2)cc1
* molecular weight: 358.5 g/mol
* HOMO level: -8.715 eV

---

No. 3
C20H26N2O3 | ωB97M-V/def2-TZVPD

XYZ file:
```
51
C20H26N2O3, DFT ωB97M-V/def2-TZVPD
C -0.457 -0.307 0.633
C -2.774 1.466 1.248
H -3.720 2.971 2.286
C -5.092 -2.615 0.657
H 7.159 -1.782 2.257
C 3.578 1.664 -1.328
H 2.878 2.117 -1.816
H 5.189 2.841 -0.973
H -4.939 -3.525 0.851
H -6.044 0.384 -0.250
O -4.257 -1.159 -1.186
H -2.918 -2.199 0.004
H -4.027 -2.986 -1.311
H -2.399 -0.617 -1.888
H -0.795 -1.347 -1.570
C -2.904 0.651 0.364
N 0.668 0.811 -1.370
H 7.582 -0.677 0.906
C 4.997 -0.011 0.107
H 6.464 1.505 0.354
C 3.690 -0.542 0.020
H -1.982 1.870 1.631
C -1.396 -0.664 -1.355
C 4.771 1.722 -0.800
H -5.257 -1.845 1.452
C 1.571 -0.085 -1.374
C 5.582 1.088 0.015
H -0.374 0.510 -2.900
H 1.335 -1.047 -1.035
C 6.909 -0.749 1.712
H -6.098 -2.532 0.059
H 3.924 -2.224 1.020
C 0.426 1.084 0.212
H 0.012 -1.217 0.699
N -1.820 -0.187 -0.099
H 1.435 0.959 0.872
C -4.004 2.244 1.500
H -0.239 2.033 0.527
H -0.799 0.006 1.829
C -5.190 1.921 0.902
C 3.018 0.364 -0.927
C -4.164 0.006 -0.121
H -5.975 2.353 1.311
O 5.589 -1.138 1.030
C -3.911 -2.263 -0.448
H 6.863 0.292 2.380
C -5.326 0.703 0.317
C -0.638 0.610 -1.838
H 1.745 -0.217 -2.602
H -1.178 1.573 -1.973
O 3.295 -1.817 0.010
```

* calculated total energy: -1112.2362 Ha
* E_LUMO: 0.56 eV
* relative energy (zero: lowest compared OMol25 entry of this formula, charge and spin): 504.30 kcal/mol
* molecular weight: 342.4 g/mol
* HOMO level: -7.106 eV

---

No. 4
C20H26N2O6S | ωB97M-V/def2-TZVPD

XYZ file:
```
55
C20H26N2O6S, DFT ωB97M-V/def2-TZVPD
H -2.823 -5.042 1.791
O -5.884 -1.826 1.383
H 6.065 0.344 -1.895
H -3.576 -4.837 -0.066
N -5.220 -3.022 0.821
C 1.315 1.548 -0.224
C 0.839 0.403 0.351
H 6.114 1.400 -4.199
C 3.020 1.296 -3.054
O -2.780 1.194 0.596
H 3.933 2.406 -4.474
C 4.586 -1.242 -2.680
C 4.512 1.734 -3.503
H 2.699 0.322 -3.841
C -4.858 -1.351 2.231
O 3.384 2.925 -0.876
C -0.581 0.345 0.733
H -1.775 -2.644 2.961
O -0.644 -2.109 0.812
H 4.731 2.552 -2.922
H 2.676 -1.458 -1.698
H -2.775 -1.705 3.900
C 0.629 2.754 -0.293
H -3.638 3.063 0.786
H 3.987 -1.021 -0.516
H -6.318 0.216 2.428
O 3.790 1.115 0.502
H -4.588 0.734 2.832
C 5.337 0.799 -3.797
H -5.611 -0.531 3.660
H 2.072 1.938 -2.935
N 3.198 0.744 -1.770
H 1.474 -0.379 0.805
H -4.686 1.780 0.541
C -3.639 2.146 0.268
H 0.754 3.393 -0.880
C -1.523 1.537 0.270
H 4.196 -1.599 -3.517
H 6.830 -0.684 -3.078
H -2.129 -4.004 0.621
H 4.988 0.039 -4.922
C 3.606 -0.688 -1.564
C -4.163 -3.332 1.215
C -0.947 -1.124 1.285
H -3.671 2.228 -0.876
C -5.209 -0.193 2.982
C -3.862 -2.119 2.048
S 3.090 1.527 -0.534
C -2.540 -1.928 2.937
C 5.769 -0.199 -2.814
H 5.270 -2.140 -1.855
H -1.521 3.411 -0.336
C -3.069 -4.343 0.955
O -2.013 -0.534 2.247
C -0.802 2.618 -0.161
```

* calculated total energy: -1736.0923 Ha
* E_LUMO: 0.04 eV
* relative energy (zero: lowest compared OMol25 entry of this formula, charge and spin): 463.42 kcal/mol
* molecular weight: 422.5 g/mol
* HOMO level: -8.721 eV

---

No. 5
C20H26N3O2S | ωB97M-V/def2-TZVPD

XYZ file:
```
52
C20H26N3O2S, DFT ωB97M-V/def2-TZVPD
C 4.745 -1.570 -0.572
S 0.229 -0.753 1.568
C -1.329 -0.028 0.913
H -4.518 1.668 -0.252
C 4.466 -0.237 -0.200
C -4.778 -0.938 0.043
C -5.531 -0.419 -1.235
N 2.339 0.577 1.328
H -2.152 1.700 -1.201
H -6.755 -0.994 -1.113
H -5.158 -0.949 -2.124
H -2.964 -0.873 1.837
C 1.051 0.582 1.188
C -2.403 1.862 0.091
H -0.716 3.445 -1.080
H 4.328 -3.193 -2.002
H 2.623 0.457 -2.933
O 2.401 -1.669 2.247
H -2.269 -2.147 0.667
H -3.727 1.112 1.421
H 5.303 -2.323 -0.084
C 3.431 -1.304 -2.863
H 3.021 -1.956 -3.428
C -3.662 1.094 0.345
C -4.825 -2.449 0.208
N -3.574 -0.300 -0.104
H 4.853 -1.288 2.478
H -4.459 -2.762 1.019
H -5.861 -2.788 -0.018
H 0.813 4.313 -0.828
C 0.947 2.721 -0.063
C 3.855 0.259 -1.241
H 4.993 1.222 0.869
H -2.095 2.755 0.201
C 0.286 1.283 0.414
H -4.420 -2.799 -0.642
C 3.355 -0.101 -2.374
C 5.107 0.262 0.813
H -5.515 -0.662 1.106
C 2.931 -0.526 2.080
C 4.116 -2.202 -1.578
H 2.736 1.433 1.224
H -3.244 -0.411 -1.030
C -1.195 1.124 0.299
H 4.769 0.396 2.956
C 4.445 -0.398 2.230
H 6.256 0.111 0.981
H 3.756 1.663 -1.083
N 0.214 3.615 -0.664
H -5.749 0.390 -1.468
C -2.530 -1.012 0.921
O 2.059 3.006 0.730
```

* calculated total energy: -1489.7897 Ha
* E_LUMO: -2.82 eV
* net charge: +1
* molecular weight: 372.5 g/mol
* HOMO level: -10.583 eV

---

calculated total energy of number 3 (C20H26N2O3)?
-1112.2362 Ha

---

What did the second record say?
C20H26N2O2S | ωB97M-V/def2-TZVPD

XYZ file:
```
51
C20H26N2O2S, DFT ωB97M-V/def2-TZVPD
H -0.504 2.159 1.272
C 2.582 -0.776 0.505
C -0.293 -2.044 -1.029
C -1.861 0.082 -2.383
O 0.148 -0.983 2.147
C 0.049 -3.333 -0.667
C -1.678 0.048 -0.852
C -1.723 -3.342 0.927
H -5.187 3.145 -2.326
H 0.293 -1.553 -1.795
H 0.448 0.466 -0.735
H -2.851 0.672 0.849
H 5.862 -0.309 -1.779
H -2.879 -1.574 1.075
C -3.432 1.893 -0.817
C 4.551 0.401 -0.241
C -2.982 0.560 -0.228
C -0.489 0.949 -0.434
H -0.919 -0.127 -2.889
C 5.862 0.411 -0.964
C -0.668 -3.992 0.316
H 2.534 2.409 1.617
H 6.080 1.399 -1.362
H -4.384 2.179 -0.361
C 3.782 -0.758 -0.183
H 0.881 -3.823 -1.153
H -0.549 1.906 -0.956
H -3.596 3.843 -2.710
H -2.572 -0.702 -2.648
C 2.148 0.374 1.134
C 2.895 1.535 1.096
C -2.062 -2.051 0.561
O 0.672 1.199 3.166
H -1.642 2.210 -2.783
H 4.690 2.447 0.378
H 4.130 -1.652 -0.681
H -2.699 2.688 -0.585
H -2.284 -3.838 1.705
H -0.399 -4.996 0.607
S 0.581 0.370 1.997
N -0.458 1.195 0.990
H 6.663 0.141 -0.276
C -4.235 2.950 -2.817
C -1.355 -1.377 -0.425
H -4.419 2.783 -3.878
H 1.970 -1.662 0.571
N -3.642 1.763 -2.246
C -2.402 1.412 -2.904
H -3.771 -0.167 -0.425
C 4.096 1.545 0.410
H -2.601 1.313 -3.975
```

* calculated total energy: -1435.8836 Ha
* E_LUMO: 0.56 eV
* relative energy (zero: lowest compared OMol25 entry of this formula, charge and spin): 36.48 kcal/mol
* structure (SMILES): Cc1ccc(S(=O)(=O)NCC2(c3ccccc3)CCN(C)CC2)cc1
* molecular weight: 358.5 g/mol
* HOMO level: -8.715 eV

---

Among the records above, which one has the lowest molecular weight?
C20H26N2O2

---

Please write out number 4 again, unchanged.
C20H26N2O6S | ωB97M-V/def2-TZVPD

XYZ file:
```
55
C20H26N2O6S, DFT ωB97M-V/def2-TZVPD
H -2.823 -5.042 1.791
O -5.884 -1.826 1.383
H 6.065 0.344 -1.895
H -3.576 -4.837 -0.066
N -5.220 -3.022 0.821
C 1.315 1.548 -0.224
C 0.839 0.403 0.351
H 6.114 1.400 -4.199
C 3.020 1.296 -3.054
O -2.780 1.194 0.596
H 3.933 2.406 -4.474
C 4.586 -1.242 -2.680
C 4.512 1.734 -3.503
H 2.699 0.322 -3.841
C -4.858 -1.351 2.231
O 3.384 2.925 -0.876
C -0.581 0.345 0.733
H -1.775 -2.644 2.961
O -0.644 -2.109 0.812
H 4.731 2.552 -2.922
H 2.676 -1.458 -1.698
H -2.775 -1.705 3.900
C 0.629 2.754 -0.293
H -3.638 3.063 0.786
H 3.987 -1.021 -0.516
H -6.318 0.216 2.428
O 3.790 1.115 0.502
H -4.588 0.734 2.832
C 5.337 0.799 -3.797
H -5.611 -0.531 3.660
H 2.072 1.938 -2.935
N 3.198 0.744 -1.770
H 1.474 -0.379 0.805
H -4.686 1.780 0.541
C -3.639 2.146 0.268
H 0.754 3.393 -0.880
C -1.523 1.537 0.270
H 4.196 -1.599 -3.517
H 6.830 -0.684 -3.078
H -2.129 -4.004 0.621
H 4.988 0.039 -4.922
C 3.606 -0.688 -1.564
C -4.163 -3.332 1.215
C -0.947 -1.124 1.285
H -3.671 2.228 -0.876
C -5.209 -0.193 2.982
C -3.862 -2.119 2.048
S 3.090 1.527 -0.534
C -2.540 -1.928 2.937
C 5.769 -0.199 -2.814
H 5.270 -2.140 -1.855
H -1.521 3.411 -0.336
C -3.069 -4.343 0.955
O -2.013 -0.534 2.247
C -0.802 2.618 -0.161
```

* calculated total energy: -1736.0923 Ha
* E_LUMO: 0.04 eV
* relative energy (zero: lowest compared OMol25 entry of this formula, charge and spin): 463.42 kcal/mol
* molecular weight: 422.5 g/mol
* HOMO level: -8.721 eV